Here is a cluster of 18 separate species, C96H214N12O19 in total from the OMol25 dataset. Energies are from the ωB97M-V functional and the def2-TZVPD basis.

Calculated values
2S+1: 1
Charge: +6
E_LUMO in eV: -7.80
Gap between HOMO and LUMO in eV: 8.15

Each line ends with the Löwdin charge.
Geometry (Å):
C 23.949 23.822 32.659  0.0031
C 23.766 23.930 31.201  -0.4849
O 24.598 23.370 30.479  0.0569
N 22.721 24.689 30.556  -0.0220
H 23.287 23.902 28.482  0.1096
H 21.861 24.392 31.002  0.1173
C 22.957 26.162 30.834  -0.0730
H 23.912 24.717 33.295  0.1008
H 24.908 23.312 32.742  0.0976
H 23.241 23.170 33.081  0.0761
H 23.804 26.499 30.261  0.0690
H 23.106 26.554 31.864  0.0875
H 22.051 26.696 30.455  0.0916
C 25.602 11.205 6.633  0.0369
C 26.692 11.240 7.633  -0.3831
O 26.744 11.558 8.766  0.1903
N 28.053 10.945 6.931  0.0583
H 28.051 9.959 6.552  0.2062
H 28.036 11.540 6.067  0.1883
C 29.304 11.162 7.782  0.0197
H 26.022 11.078 5.642  0.0901
H 25.087 12.192 6.684  0.1321
H 24.830 10.446 6.870  0.1295
H 30.188 10.598 7.471  0.1102
H 28.982 10.968 8.845  0.1121
H 29.500 12.247 7.777  0.1093
C 19.397 12.708 15.623  0.0149
C 19.471 13.764 14.476  -0.4860
O 20.239 14.723 14.539  -0.0104
N 18.566 13.773 13.437  -0.0098
H 22.343 15.733 13.004  0.1739
H 18.000 12.949 13.202  0.1530
C 18.366 14.816 12.485  -0.0868
H 18.749 13.055 16.436  0.0816
H 20.448 12.669 15.927  0.0689
H 19.062 11.712 15.384  0.0705
H 17.303 14.869 12.205  0.1005
H 19.023 14.573 11.635  0.0947
H 18.708 15.796 12.749  0.0693
C 31.880 22.709 19.218  -0.0983
C 31.513 22.364 17.752  -0.2425
C 30.432 21.332 17.697  -0.2046
C 30.894 19.903 18.029  -0.1035
N 29.736 18.935 18.100  -0.2751
C 30.159 17.521 18.348  -0.0892
C 28.933 16.605 17.932  -0.1165
C 28.039 17.497 17.067  -0.1549
C 28.925 18.731 16.746  -0.0442
C 28.778 19.257 19.246  0.0523
H 32.348 21.861 19.777  0.0803
H 30.990 23.033 19.766  0.0666
H 32.527 23.594 19.385  0.0849
H 32.379 21.946 17.192  0.1236
H 31.242 23.294 17.227  0.1206
H 29.884 21.279 16.725  0.1273
H 29.623 21.585 18.390  0.0972
H 31.315 19.727 19.028  0.1339
H 31.642 19.521 17.341  0.1409
H 30.542 17.416 19.343  0.1336
H 30.939 17.402 17.612  0.1292
H 28.409 16.299 18.852  0.0945
H 29.324 15.729 17.402  0.1244
H 27.128 17.889 17.589  0.1047
H 27.749 17.000 16.129  0.1207
H 28.321 19.613 16.488  0.1219
H 29.710 18.660 16.005  0.1334
H 29.536 19.278 20.043  0.1184
H 27.999 18.508 19.315  0.0644
H 28.335 20.295 19.091  0.1271
C 26.477 14.101 26.547  -0.0842
C 25.734 15.434 26.824  -0.2513
C 24.337 15.371 26.325  -0.1925
C 24.320 15.055 24.815  -0.1141
N 22.976 15.151 24.120  -0.2504
C 22.546 16.582 23.951  -0.1284
C 21.050 16.654 24.169  -0.1424
C 20.867 15.632 25.279  -0.1382
C 21.762 14.472 24.828  -0.0464
C 23.177 14.527 22.822  -0.0239
H 27.356 13.880 27.203  0.0978
H 26.880 14.092 25.500  0.0839
H 25.781 13.279 26.624  0.0702
H 26.298 16.285 26.453  0.1039
H 25.743 15.640 27.872  0.1056
H 23.777 16.283 26.335  0.0916
H 23.771 14.630 26.885  0.1263
H 24.692 14.057 24.603  0.1229
H 24.961 15.812 24.255  0.1636
H 22.925 17.050 23.011  0.1537
H 23.008 17.195 24.726  0.1224
H 20.539 16.195 23.330  0.1147
H 20.856 17.754 24.211  0.1480
H 19.815 15.286 25.498  0.1511
H 21.306 16.080 26.173  0.1145
H 21.249 13.887 24.071  0.1323
H 22.039 13.814 25.614  0.1228
H 22.305 14.707 22.146  0.1068
H 23.295 13.447 22.964  0.1282
H 23.988 14.967 22.289  0.0869
C 25.368 26.658 16.032  -0.1114
C 24.191 25.861 15.475  -0.2550
C 22.942 25.994 16.360  -0.1861
C 21.952 24.863 15.985  -0.0713
N 20.621 24.923 16.774  -0.2667
C 19.905 26.211 16.558  -0.0975
C 18.708 26.098 17.505  -0.1279
C 19.401 25.505 18.805  -0.1077
C 20.698 24.778 18.306  -0.0646
C 19.863 23.716 16.316  -0.0034
H 25.741 26.284 16.974  0.0628
H 25.176 27.770 16.079  0.0817
H 26.269 26.615 15.369  0.0864
H 24.571 24.826 15.456  0.1081
H 23.926 26.069 14.425  0.1199
H 22.410 26.943 16.209  0.1060
H 23.320 25.989 17.378  0.0861
H 22.465 23.931 16.283  0.1297
H 21.620 24.999 14.955  0.1390
H 19.714 26.207 15.443  0.1659
H 20.643 26.942 16.870  0.1183
H 17.932 25.461 17.087  0.1050
H 18.234 27.027 17.779  0.1100
H 18.644 24.891 19.287  0.1078
H 19.731 26.370 19.395  0.1073
H 20.688 23.711 18.580  0.1229
H 21.582 25.302 18.667  0.0802
H 20.436 22.796 16.423  0.0758
H 19.676 23.765 15.262  0.1029
H 18.877 23.643 16.770  0.1098
C 14.701 28.559 21.779  -0.0849
C 15.642 27.364 22.075  -0.2955
C 16.582 27.621 23.163  -0.2081
C 17.623 26.425 23.245  -0.0643
N 18.510 26.309 24.482  -0.2707
C 18.931 27.651 25.059  -0.0897
C 19.946 28.209 24.043  -0.1253
C 20.553 26.943 23.442  -0.1387
C 19.824 25.810 24.136  -0.1569
C 17.747 25.577 25.524  0.0043
H 14.217 28.582 20.782  0.0862
H 15.363 29.438 21.928  0.0797
H 13.887 28.597 22.503  0.0752
H 16.263 27.204 21.138  0.1255
H 15.052 26.422 22.222  0.1276
H 16.109 27.774 24.171  0.1337
H 17.162 28.518 22.942  0.1054
H 18.284 26.508 22.401  0.1182
H 17.120 25.472 23.232  0.1269
H 19.509 27.418 25.994  0.1516
H 17.987 28.179 25.288  0.1368
H 20.616 28.883 24.574  0.1187
H 19.379 28.788 23.298  0.0986
H 21.597 26.890 23.799  0.1269
H 20.512 26.908 22.380  0.0855
H 20.375 25.590 25.067  0.1410
H 19.704 24.886 23.604  0.1070
H 16.702 25.979 25.622  0.1241
H 18.286 25.697 26.492  0.1249
H 17.741 24.545 25.234  0.0501
C 20.636 32.747 23.787  -0.1070
C 20.483 32.106 22.412  -0.2617
C 21.837 31.750 21.867  -0.2120
C 21.872 31.217 20.420  -0.1132
N 23.284 31.022 19.943  -0.2692
C 24.025 32.333 19.918  -0.1042
C 24.994 32.265 18.708  -0.1067
C 24.105 31.539 17.667  -0.1332
C 23.283 30.521 18.499  -0.0854
C 24.010 29.985 20.758  0.0146
H 19.707 32.989 24.280  0.0679
H 21.285 33.660 23.780  0.0974
H 21.098 31.995 24.488  0.0846
H 19.979 32.800 21.698  0.1287
H 19.846 31.200 22.545  0.1051
H 22.285 30.985 22.485  0.1077
H 22.523 32.593 21.887  0.1094
H 21.372 31.920 19.742  0.1456
H 21.396 30.226 20.446  0.1408
H 24.457 32.473 20.921  0.1394
H 23.317 33.110 19.804  0.1232
H 25.875 31.649 18.950  0.1186
H 25.311 33.312 18.416  0.1476
H 24.615 31.022 16.859  0.1114
H 23.413 32.173 17.093  0.1238
H 23.744 29.551 18.558  0.1103
H 22.207 30.416 18.151  0.1490
H 24.277 30.391 21.742  0.1109
H 24.912 29.818 20.190  0.1028
H 23.473 29.036 20.915  0.0711
C 9.294 20.006 27.826  -0.0834
C 10.281 20.878 27.015  -0.2581
C 11.485 21.519 27.713  -0.1780
C 12.641 20.481 27.748  -0.0925
N 13.947 21.013 28.347  -0.2861
C 14.566 22.113 27.585  -0.1068
C 15.993 22.131 28.085  -0.1438
C 16.310 20.663 28.213  -0.1332
C 14.955 19.955 28.464  -0.0996
C 13.589 21.437 29.754  0.0393
H 9.749 19.025 28.048  0.0763
H 8.515 19.891 27.058  0.0799
H 8.815 20.574 28.662  0.0961
H 9.685 21.726 26.588  0.1256
H 10.678 20.355 26.140  0.1062
H 11.270 21.896 28.702  0.1038
H 11.825 22.396 27.226  0.0954
H 12.943 20.137 26.741  0.1415
H 12.331 19.609 28.295  0.1336
H 14.049 23.046 27.807  0.1427
H 14.349 21.812 26.579  0.1380
H 16.071 22.697 29.037  0.1297
H 16.645 22.686 27.385  0.1244
H 16.966 20.435 29.063  0.1251
H 16.765 20.254 27.301  0.1224
H 14.949 19.442 29.405  0.1387
H 14.913 19.349 27.578  0.1307
H 13.100 20.586 30.224  0.1268
H 12.919 22.299 29.723  0.1094
H 14.428 21.752 30.315  0.0986
C 26.307 27.390 26.676  -0.0812
C 26.303 26.101 25.841  -0.2627
C 25.755 24.925 26.569  -0.1721
C 25.256 23.829 25.563  -0.0951
N 25.755 22.407 25.650  -0.2531
C 25.593 21.674 26.975  -0.0575
C 26.637 20.477 26.988  -0.1302
C 27.607 20.787 25.861  -0.1331
C 27.220 22.261 25.379  -0.0612
C 24.995 21.659 24.586  0.0242
H 26.515 28.184 25.982  0.0700
H 27.070 27.323 27.407  0.0707
H 25.360 27.661 27.106  0.0705
H 27.372 25.921 25.592  0.1251
H 25.753 26.240 24.876  0.1060
H 24.824 25.206 27.079  0.1096
H 26.411 24.527 27.342  0.1222
H 25.497 24.114 24.538  0.1223
H 24.182 23.858 25.647  0.0951
H 24.540 21.326 27.048  0.1325
H 25.937 22.390 27.706  0.1193
H 26.229 19.443 26.905  0.1165
H 27.168 20.589 27.930  0.1151
H 27.491 20.050 25.048  0.1069
H 28.647 20.807 26.225  0.1239
H 27.366 22.393 24.301  0.1427
H 27.701 22.969 25.991  0.1164
H 25.033 22.183 23.653  0.0944
H 23.931 21.583 24.802  0.0969
H 25.366 20.650 24.550  0.1033
C 22.310 23.486 23.243  -0.0781
O 22.893 22.424 22.536  -0.1976
C 22.038 21.833 21.557  -0.1749
C 22.777 20.638 20.995  -0.0930
N 23.236 20.905 19.601  0.0438
H 23.676 20.042 19.251  0.0999
H 22.392 21.069 18.970  0.1198
C 24.240 21.958 19.496  -0.1122
C 24.790 22.279 18.111  -0.1145
O 25.652 21.242 17.470  -0.1930
C 24.951 20.141 16.886  -0.1006
H 22.729 23.408 24.254  0.0557
H 21.229 23.474 23.248  0.0790
H 22.652 24.405 22.791  0.0800
H 21.798 22.532 20.741  0.1246
H 21.088 21.521 22.006  0.1184
H 22.153 19.700 20.948  0.1521
H 23.615 20.437 21.680  0.1116
H 25.075 21.724 20.115  0.1143
H 23.811 22.890 19.923  0.1226
H 25.454 23.071 18.258  0.1064
H 23.991 22.543 17.450  0.0952
H 25.717 19.711 16.199  0.0912
H 24.118 20.478 16.256  0.0886
H 24.685 19.460 17.668  0.0317
C 24.556 12.946 17.731  -0.0857
O 23.805 14.069 17.346  -0.1900
C 24.538 15.177 17.064  -0.2533
C 23.694 16.298 16.578  -0.1293
N 22.707 16.708 17.581  0.0659
H 23.191 16.445 18.474  0.1576
H 22.405 17.707 17.623  0.0836
C 21.416 15.968 17.421  -0.1163
C 20.662 15.908 18.737  -0.1396
O 21.518 15.238 19.759  -0.2123
C 21.598 13.794 19.428  -0.0525
H 25.286 13.102 18.577  0.1094
H 25.115 12.490 16.855  0.1167
H 23.892 12.151 18.088  0.0904
H 25.232 15.130 16.249  0.1223
H 24.994 15.665 17.940  0.1341
H 23.125 15.942 15.677  0.1342
H 24.285 17.147 16.309  0.1232
H 21.594 14.956 17.093  0.0996
H 20.756 16.456 16.664  0.1471
H 19.702 15.364 18.600  0.1376
H 20.418 16.861 19.147  0.1064
H 21.964 13.274 20.318  0.0790
H 22.316 13.684 18.621  0.0495
H 20.658 13.317 19.272  0.0846
C 25.573 15.108 12.656  0.0234
C 24.079 15.290 12.248  -0.5170
O 23.324 15.616 13.371  0.0029
O 23.596 15.128 11.159  0.1066
H 26.181 15.763 12.025  0.0882
H 25.870 14.095 12.622  0.0662
H 25.692 15.502 13.691  0.0642
C 21.364 22.363 26.440  0.0107
C 22.154 23.388 27.203  -0.5987
O 23.243 23.092 27.888  0.0539
O 21.724 24.527 27.243  0.0540
H 21.731 22.317 25.371  0.0664
H 20.316 22.683 26.296  0.0719
H 21.439 21.389 26.897  0.0829
C 21.274 19.611 15.676  0.0199
C 21.477 19.984 17.122  -0.6622
O 21.610 19.050 17.972  -0.0565
O 21.604 21.204 17.448  -0.0752
H 21.305 20.497 15.058  0.0824
H 20.361 19.071 15.674  0.0785
H 22.120 18.954 15.506  0.0754
C 24.727 25.921 21.600  -0.0440
C 23.465 26.177 20.743  -0.6071
O 23.366 25.440 19.661  -0.1241
O 22.805 27.255 21.100  -0.1437
H 25.374 26.767 21.429  0.0607
H 25.330 25.004 21.569  0.0667
H 24.577 26.148 22.685  0.0575
C 26.234 17.217 20.969  0.0065
C 25.374 18.437 20.415  -0.7392
O 24.683 18.306 19.346  -0.1020
O 25.452 19.451 21.029  -0.0004
H 25.640 16.399 21.293  0.0278
H 26.845 17.679 21.781  0.0862
H 26.845 16.854 20.156  0.0255
C 17.541 21.683 23.529  -0.0261
C 18.798 21.985 24.278  -0.7874
O 18.928 23.084 24.837  -0.0987
O 19.715 21.157 24.188  -0.0539
H 16.795 22.416 23.714  0.0422
H 17.128 20.674 23.647  0.0740
H 17.760 21.712 22.426  0.0928